Record 1
{
  "formula": "C4H14NOSi",
  "method": "wB97M-V/def2-TZVPD",
  "charge": 1,
  "total_energy_ev": -15781.336,
  "fmax_ha_per_bohr": 0.0644,
  "elements": ["C", "C", "C", "C", "N", "O", "Si", "H", "H", "H", "H", "H", "H", "H", "H", "H", "H", "H", "H", "H", "H"],
  "positions_angstrom": [[-0.859784, -0.452195, 1.550479], [3.083730, 0.670362, 0.215421], [-0.763380, 0.383497, 0.332131], [-0.170196, -0.206788, -0.828147], [-0.128564, -1.445037, -1.111290], [2.471702, -0.585601, -0.173425], [-2.690016, 0.791297, -0.540640], [-0.777984, -1.521251, 1.507666], [-0.063495, -0.028074, 2.074432], [-1.863194, -0.246185, 2.041583], [3.871540, 0.908905, -0.529083], [3.367124, 0.705297, 1.270586], [2.285560, 1.386448, 0.034180], [-0.299109, 1.484886, 0.531523], [0.331639, 0.403341, -1.498853], [2.989362, -1.336215, -0.541271], [0.492745, -1.845258, -1.839862], [-0.669672, -2.067156, -0.499534], [-3.554813, 1.035828, 0.627828], [-2.979843, -0.538313, -1.166891], [-2.261813, 2.163161, -1.319324]],
  "forces_ev_per_a": [[-2.7466, 0.5821, 0.8403], [0.0974, -0.7582, -1.5898], [-0.7045, 2.3867, -2.1813], [0.3697, 1.1621, 1.3661], [-0.4464, -2.5570, -0.2163], [-0.5420, -0.6474, 0.0318], [2.2493, 1.3424, 0.1609], [0.2736, -0.4748, -0.4550], [1.0677, -0.0426, 1.9173], [1.4532, -0.2446, -0.0527], [-0.0684, 0.0229, 0.9699], [0.2833, -0.2033, -0.3255], [0.0069, 0.2470, 0.2152], [-1.2398, -2.6937, -0.6243], [0.8650, 1.2854, -1.2586], [0.3601, 1.4497, 0.7354], [-1.0052, 0.5442, 0.7004], [0.7370, -0.0973, -0.4998], [0.0549, 0.0467, -0.1545], [-0.0745, 0.6757, -0.1921], [-0.9906, -2.0261, 0.6127]]
}

***

Record 2
{
  "formula": "CH8N2O",
  "method": "wB97M-V/def2-TZVPD",
  "total_energy_ev": -6192.207,
  "smiles": "CN.NO",
  "fmax_ha_per_bohr": 0.0221,
  "elements": ["C", "N", "H", "H", "H", "H", "H", "N", "O", "H", "H", "H"],
  "positions_angstrom": [[-1.146836, 0.106334, -0.334325], [-2.498145, -0.205577, 0.141066], [-0.442648, -0.381670, 0.341864], [-0.960039, -0.361887, -1.306916], [-0.884010, 1.178241, -0.416563], [-2.644826, 0.261645, 1.029668], [-3.166491, 0.185876, -0.513631], [2.821027, -0.394367, -0.132709], [1.941908, 0.683362, -0.079338], [3.328852, -0.433763, 0.750180], [2.260761, -1.249980, -0.193999], [1.390447, 0.611789, 0.714701]],
  "forces_ev_per_a": [[0.2541, -0.1995, -0.0121], [0.1887, 0.3559, -0.2634], [0.0375, 0.1257, 0.0517], [-0.1914, 0.1543, 0.1004], [-0.1605, -0.3653, 0.0683], [-0.1345, -0.0670, -0.0833], [-0.1099, -0.0544, 0.1541], [0.3673, -1.0572, 0.1877], [-0.5939, 0.9300, 0.1216], [0.0169, 0.0007, -0.1420], [0.2017, 0.2112, -0.0151], [0.1240, -0.0343, -0.1679]]
}

***

Record 3
{
  "formula": "C6H3Cl2IN2",
  "method": "wB97M-V/def2-TZVPD",
  "total_energy_ev": -42390.402,
  "fmax_ha_per_bohr": 0.0935,
  "elements": ["C", "C", "C", "C", "C", "C", "N", "N", "Cl", "Cl", "I", "H", "H", "H"],
  "positions_angstrom": [[1.578040, 1.998969, -0.426158], [-1.215055, 0.067783, -0.639531], [1.082893, 0.674829, -0.548248], [1.886971, -0.316981, -0.174451], [-1.471315, -0.134136, 0.804846], [-1.536219, -1.449294, 1.207574], [1.924987, 3.057807, -0.444883], [-0.142948, 0.509687, -1.159325], [-1.764343, -2.566552, 0.015198], [1.411557, -2.022621, -0.492992], [3.747432, -0.298852, 0.755844], [-1.936750, -0.295073, -1.386118], [-1.031314, 0.669323, 1.542068], [-2.533933, 0.105114, 0.946180]],
  "forces_ev_per_a": [[-1.4469, -3.5978, -0.2215], [1.3756, 0.8068, -1.3729], [-0.1199, 0.1104, 0.9142], [0.2413, -2.4567, 0.0658], [0.2235, 4.2018, -0.1552], [0.1656, -2.5577, 3.0807], [1.5348, 4.5537, 0.1403], [-0.5479, -0.6587, -0.8601], [-0.4432, -0.9311, -0.8226], [0.2256, 1.3317, 0.1360], [-0.2668, 0.5097, -0.2344], [-0.1436, 0.5753, 0.5556], [-0.2533, -1.8424, -1.3655], [-0.5449, -0.0450, 0.1395]]
}

***

Record 4
{
  "formula": "C6H16",
  "method": "wB97M-V/def2-TZVPD",
  "charge": 1,
  "total_energy_ev": -6469.321,
  "fmax_ha_per_bohr": 0.1049,
  "spin_multiplicity": 2,
  "elements": ["C", "C", "H", "H", "H", "H", "H", "H", "C", "C", "C", "C", "H", "H", "H", "H", "H", "H", "H", "H", "H", "H"],
  "positions_angstrom": [[-0.318512, 3.055997, 0.793992], [0.656506, 3.448861, -0.499417], [-0.194520, 3.838577, 1.585851], [-1.250458, 2.962259, 0.446970], [-0.009612, 2.045485, 1.037090], [1.091280, 2.480793, -0.818695], [1.478773, 4.106927, -0.221753], [0.186795, 3.996750, -1.287540], [-0.331674, -2.161945, 0.179501], [-1.454463, -1.899389, -0.768202], [0.963493, -2.541250, -0.621255], [0.135976, -0.933783, 1.048961], [-0.366158, -3.052659, 0.896004], [-2.381703, -1.510603, -0.203512], [-1.875200, -2.643129, -1.483651], [0.798213, -2.312625, -1.683956], [1.787865, -1.959258, -0.244270], [1.282486, -3.576296, -0.391763], [-0.666469, -0.850857, 1.749286], [1.071307, -1.168660, 1.652841], [0.558280, -0.185575, 0.373123], [-1.162205, -1.139622, -1.539604]],
  "forces_ev_per_a": [[4.9966, 1.7760, -0.9858], [-0.2767, -1.1396, 2.2188], [-0.3066, -1.1604, -0.5154], [-3.8082, 0.0834, -1.0716], [0.2580, 0.0398, 0.8674], [-0.1973, 0.7535, -0.3898], [0.0931, -0.2500, 0.4321], [-0.7640, -0.1419, -0.5488], [-0.5884, -3.3887, -0.8149], [-1.6186, 1.3043, -0.2621], [0.7219, 1.4271, -0.6052], [4.0936, -0.5035, 0.1561], [-1.4308, 1.5482, -0.1923], [1.2045, -0.6539, -0.6734], [0.4552, -0.4403, 1.0133], [0.2461, -0.1489, 0.3917], [0.8202, 0.1660, -0.3292], [-0.7645, 0.0822, 0.1884], [-0.9584, 0.3590, 0.4050], [-1.2262, 0.1244, -0.2473], [-1.0468, 0.3357, 0.0249], [0.0972, -0.1723, 0.9382]]
}

***

Record 5
{
  "formula": "C16H14N2O2",
  "method": "wB97M-V/def2-TZVPD",
  "total_energy_ev": -23895.564,
  "smiles": "O=C(O)Cn1c(Cc2ccccc2)nc2ccccc21",
  "fmax_ha_per_bohr": 0.0160,
  "elements": ["O", "C", "O", "C", "N", "C", "C", "C", "C", "C", "C", "C", "C", "N", "C", "C", "C", "C", "C", "C", "H", "H", "H", "H", "H", "H", "H", "H", "H", "H", "H", "H", "H", "H"],
  "positions_angstrom": [[1.306321, 2.478452, -1.304767], [1.928198, 2.578920, -0.286597], [2.822084, 3.543748, -0.056990], [1.798990, 1.656481, 0.920704], [1.231620, 0.390128, 0.575541], [-0.097969, 0.087612, 0.374929], [-1.170089, 1.105894, 0.564936], [-2.518094, 0.517387, 0.249975], [-3.379298, 0.123964, 1.262877], [-4.610961, -0.431026, 0.961107], [-4.990478, -0.600723, -0.358375], [-4.132899, -0.214263, -1.374752], [-2.904236, 0.342412, -1.071873], [-0.290586, -1.144299, 0.019792], [0.952941, -1.719456, -0.052472], [1.328286, -3.013725, -0.388978], [2.675266, -3.312228, -0.381583], [3.635685, -2.356322, -0.049542], [3.283934, -1.064063, 0.289836], [1.933811, -0.758774, 0.285043], [2.891713, 4.139672, -0.820438], [2.789684, 1.513530, 1.359674], [1.169621, 2.168288, 1.658555], [-0.964634, 1.949504, -0.101246], [-1.147499, 1.468109, 1.598378], [-3.086975, 0.249804, 2.296189], [-5.274400, -0.733035, 1.758680], [-5.951166, -1.034721, -0.594447], [-4.423597, -0.347994, -2.406548], [-2.232613, 0.639888, -1.863426], [0.582607, -3.748220, -0.646315], [3.000976, -4.308947, -0.640287], [4.679575, -2.633127, -0.060186], [4.036874, -0.330402, 0.540422]],
  "forces_ev_per_a": [[-0.0896, -0.1005, -0.0408], [-0.1204, -0.0829, -0.2345], [0.4418, 0.3434, 0.3453], [0.0280, 0.1606, -0.0955], [-0.0950, -0.0273, 0.0297], [0.1148, -0.0266, 0.0714], [-0.0876, -0.0383, -0.0475], [-0.0986, 0.1417, 0.0737], [0.0737, 0.0631, -0.0286], [-0.0943, -0.0539, 0.0463], [-0.0874, -0.0565, 0.0220], [0.0061, 0.0125, -0.0951], [-0.0281, 0.0454, 0.0569], [-0.5659, 0.0097, -0.0625], [0.6834, 0.4278, 0.1538], [-0.0194, 0.1329, 0.0389], [0.0176, -0.1801, -0.0479], [0.1198, 0.0266, 0.0161], [0.1033, 0.1725, 0.0463], [-0.1394, -0.6431, -0.1702], [-0.2245, -0.2333, 0.0059], [-0.1789, 0.0240, 0.0294], [0.1584, -0.0494, -0.0575], [-0.0006, 0.0301, 0.1002], [-0.0099, 0.0562, -0.0623], [0.0486, 0.0180, 0.0930], [-0.0464, -0.0197, 0.0551], [-0.0679, -0.0290, -0.0183], [-0.0143, -0.0061, -0.0799], [0.0875, 0.0222, -0.1067], [-0.0967, -0.0934, -0.0324], [0.0175, -0.0785, -0.0215], [0.0757, -0.0125, 0.0012], [0.0888, 0.0444, 0.0158]]
}

***

Record 6
{
  "formula": "C6H9N",
  "method": "wB97M-V/def2-TZVPD",
  "total_energy_ev": -7856.108,
  "smiles": "CN1[C@@H]2C=CC[C@@H]21",
  "fmax_ha_per_bohr": 0.0057,
  "elements": ["C", "N", "C", "C", "C", "C", "C", "H", "H", "H", "H", "H", "H", "H", "H", "H"],
  "positions_angstrom": [[-0.274789, 1.997817, -1.092643], [-0.043981, 0.607893, -0.725191], [0.867316, 0.289435, 0.381278], [1.404646, -1.101056, 0.268219], [0.411941, -1.992561, 0.305620], [-0.941480, -1.341107, 0.529936], [-0.600254, 0.140682, 0.533952], [0.669505, 2.551999, -1.131476], [-0.695790, 2.014288, -2.102152], [-0.983875, 2.509814, -0.423039], [1.409954, 1.084991, 0.890103], [2.455888, -1.327614, 0.126759], [0.526674, -3.059611, 0.120932], [-1.634118, -1.547573, -0.292215], [-1.418012, -1.677649, 1.461712], [-1.153626, 0.850253, 1.148205]],
  "forces_ev_per_a": [[0.0145, 0.1295, -0.0349], [-0.0336, -0.1031, -0.0712], [0.1762, 0.0146, 0.1926], [-0.0729, -0.1053, 0.0419], [0.0963, 0.0992, -0.1096], [-0.0313, 0.0286, -0.0395], [-0.2275, -0.0625, 0.1737], [-0.1455, -0.0283, 0.0990], [-0.0210, 0.0410, 0.1365], [0.2699, -0.0259, -0.0587], [-0.0594, -0.0640, -0.2174], [-0.1308, -0.0046, -0.0267], [-0.0099, 0.2276, 0.1636], [0.0355, -0.1166, 0.0711], [0.1352, 0.0930, -0.1536], [0.0041, -0.1232, -0.1667]]
}

***

What is the formula in the second record? CH8N2O